Computed, not measured: a molecular structure, C22H27CoFN6O3P in a non-equilibrium geometry, with ωB97M-V/def2-TZVPD.

Element x y z (Å)
Co: 0.06 -0.29 0.75
F: 6.12 2.04 1.15
C: 5.59 1.00 1.81
C: 4.24 0.85 1.83
C: 3.69 -0.27 2.46
C: 2.27 -0.52 2.39
O: 1.52 0.34 1.80
C: 1.78 -1.71 2.96
C: 2.66 -2.53 3.63
N: 3.96 -2.31 3.72
C: 4.81 -3.27 4.43
C: 4.34 -3.83 5.72
C: 5.46 -2.85 5.71
C: 4.53 -1.20 3.09
C: 5.92 -1.01 3.06
C: 6.47 0.08 2.41
N: 7.89 0.19 2.35
C: 8.48 1.52 2.46
C: 9.94 1.37 2.83
N: 10.64 0.57 1.76
C: 9.98 -0.77 1.56
C: 8.50 -0.58 1.28
C: 0.33 -2.13 2.91
O: -0.08 -2.97 3.67
O: -0.40 -1.58 1.96
H: 3.60 1.56 1.32
H: 2.27 -3.42 4.12
H: 5.36 -3.91 3.75
H: 4.55 -4.87 5.91
H: 3.39 -3.49 6.11
H: 6.47 -3.19 5.90
H: 5.24 -1.85 6.07
H: 6.58 -1.70 3.55
H: 7.98 2.09 3.23
H: 8.41 2.09 1.52
H: 10.07 0.83 3.77
H: 10.44 2.34 2.89
H: 11.62 0.44 1.99
H: 10.61 1.09 0.88
H: 10.13 -1.33 2.49
H: 10.49 -1.28 0.74
H: 8.04 -1.56 1.21
H: 8.37 -0.09 0.30
C: -2.66 1.14 2.36
P: -1.73 1.29 0.83
C: -1.16 2.99 0.70
C: -2.88 1.00 -0.54
H: -3.50 1.84 2.36
H: -2.01 1.35 3.21
H: -3.04 0.12 2.46
H: -2.01 3.68 0.74
H: -0.63 3.13 -0.25
H: -0.47 3.21 1.51
H: -3.69 1.73 -0.50
H: -3.30 0.00 -0.46
H: -2.35 1.10 -1.48
N: 0.83 -0.14 -0.92
C: 1.85 -0.12 -1.53
N: 2.93 -0.10 -2.15
C: 3.99 0.48 -1.56
N: 4.94 0.92 -1.08

Properties
F_max (eV/A): 1.16
Spin multiplicity: 5
Kohn-Sham gap (alpha / beta) (eV): 8.58 / 6.85
Highest occupied orbital energy (alpha / beta) (eV): -14.1 / -14.1
E (eV): -87953.5448
Expectation value of S²: 6.02
E_LUMO (alpha / beta) (eV): -5.50 / -7.24
Energy relative to the best compared isomer or geometry (same formula, charge and spin) (eV): 0.0000
Total charge: +2